# 1
# C40H61AsBClI2KN7O

A molecular structure, C40H61AsBClI2KN7O (ωB97M-V/def2-TZVPD, the Open Molecules 2025 dataset).

Structure (XYZ):
```
115
Properties=species:S:1:pos:R:3
K 0.2938 -0.0731 -0.9449
C 2.4365 5.2248 0.0541
C 2.4698 3.8582 -0.5416
C 3.2464 3.4690 -1.6100
C 2.9067 2.1270 -1.8435
N 1.9968 1.7479 -0.9590
N 1.7223 2.7924 -0.1685
B 0.7299 2.7934 1.0154
N 1.1364 1.7764 2.1062
N 1.2772 0.4536 1.9544
C 1.8074 -0.0278 3.0712
C 1.9962 1.0178 3.9883
C 1.5657 2.1501 3.3325
C 1.6332 3.5455 3.8597
C 2.3347 -1.4262 3.2602
C 1.6328 -2.4647 2.3889
C 3.8261 -1.3858 2.8995
C 2.2155 -1.8324 4.7343
N -0.7560 2.6802 0.5818
N -1.3276 1.6577 -0.0670
C -2.5724 2.0084 -0.3624
C -2.8218 3.2965 0.1268
C -1.6418 3.6915 0.7177
C -1.4003 5.0227 1.3469
C -3.5170 1.2514 -1.2556
C -3.3472 1.8686 -2.6515
C -3.2017 -0.2372 -1.3247
C -4.9659 1.4327 -0.7795
C 3.4716 1.2947 -2.9644
C 3.1332 1.9937 -4.2901
C 2.8922 -0.1155 -2.9987
C 4.9948 1.2093 -2.7978
H 3.1487 5.8567 -0.4743
H 2.6994 5.2174 1.1110
H 1.4464 5.6669 -0.0494
H 3.9549 4.0825 -2.1364
H 0.8269 3.8577 1.5183
H 2.3951 0.9823 4.9852
H 2.0426 3.5245 4.8696
H 0.6501 4.0140 3.8908
H 2.2820 4.1589 3.2344
H 1.5230 -2.0872 1.3746
H 0.6421 -2.6916 2.7892
H 2.2192 -3.3841 2.3828
H 3.9428 -1.2644 1.8269
H 4.3236 -2.3068 3.2031
H 4.3179 -0.5467 3.3920
H 1.2035 -1.6641 5.0965
H 2.9015 -1.2470 5.3437
H 2.4624 -2.8863 4.8546
H -3.7195 3.8796 0.0540
H -2.3306 5.5906 1.3421
H -0.6531 5.5865 0.7896
H -1.0484 4.9236 2.3721
H -2.3485 1.6490 -3.0127
H -3.4638 2.9493 -2.6045
H -4.0760 1.4708 -3.3563
H -2.1934 -0.3788 -1.6950
H -3.8914 -0.7365 -2.0075
H -3.2887 -0.6928 -0.3417
H -5.2788 2.4714 -0.8536
H -5.0762 1.1153 0.2562
H -5.6296 0.8287 -1.3955
H 2.0559 2.0089 -4.4305
H 3.5853 1.4579 -5.1237
H 3.4949 3.0194 -4.3056
H 1.8092 -0.0769 -2.9423
H 3.2758 -0.7087 -2.1707
H 3.1785 -0.6064 -3.9290
H 5.4429 2.1990 -2.7296
H 5.4393 0.6850 -3.6416
H 5.2303 0.6571 -1.8929
Cl -1.1272 -4.2725 -6.9844
C -0.9163 -3.0066 -5.7918
C -1.0588 -1.6985 -6.2048
C -0.9040 -0.6932 -5.2775
I -1.0695 1.3287 -5.8843
C -0.6268 -0.8884 -3.9105
O -0.5142 0.0590 -3.0915
C -0.4676 -2.2765 -3.5219
N -0.1686 -2.4979 -2.2304
C 0.0600 -3.7377 -1.8379
C -0.0259 -4.8410 -2.6796
C -0.3776 -4.6482 -3.9977
C -0.5977 -3.3352 -4.4665
H -1.2867 -1.4700 -7.2365
H 0.3190 -3.8549 -0.7926
H 0.1804 -5.8333 -2.3027
H -0.4694 -5.4831 -4.6781
C -1.8573 -2.3580 5.0206
C -2.1259 -3.0125 3.6752
As -1.8189 -1.7350 2.1470
C -3.3982 -0.5445 2.4958
C -4.8321 -1.0442 2.6049
C -2.2540 -3.0903 0.7503
C -3.5875 -3.8204 0.7677
H -1.9837 -3.0642 5.8462
H -2.5398 -1.5216 5.1745
H -0.8405 -1.9651 5.0568
H -3.1427 -3.4179 3.6698
H -1.4393 -3.8553 3.5301
H -3.3491 0.2414 1.7407
H -3.1250 -0.0610 3.4433
H -5.2352 -1.2909 1.6248
H -5.4666 -0.2604 3.0316
H -4.9178 -1.9220 3.2489
H -1.4472 -3.8254 0.8598
H -2.0985 -2.6195 -0.2205
H -3.7291 -4.3742 1.6949
H -3.6365 -4.5381 -0.0531
H -4.4119 -3.1226 0.6491
I 6.0099 -3.3452 0.1556
C 4.5223 -2.0180 -0.7647
H 3.5632 -2.5364 -0.6117
H 4.5286 -1.1249 -0.1215
```

Properties
Gap between HOMO and LUMO, eV: 4.17
Net charge: -2
ΔE to the lowest compared entry with this formula, charge and spin, kcal per mole: 33.7
E_HOMO, Ha: -0.0190

=====

# 2
# C15H35N5O5

5 unconnected molecules or ions with the total composition C15H35N5O5 (ωB97M-V/def2-TZVPD, the Open Molecules 2025 dataset).

Structure (XYZ):
```
60
Properties=species:S:1:pos:R:3
C 21.5989 -19.5179 3.3413
O 20.9664 -18.4983 3.1016
N 21.0658 -20.7529 3.3072
C 21.9208 -21.9314 3.4647
C 19.6962 -21.0249 2.9176
H 22.6579 -19.5359 3.6379
H 22.8656 -21.7375 3.9616
H 22.0276 -22.3397 2.4518
H 21.4066 -22.7285 4.0077
H 19.1521 -21.5246 3.7151
H 19.2526 -20.0527 2.7117
H 19.6612 -21.6090 1.9975
C 24.6971 -18.7840 7.4154
O 24.1642 -18.1057 8.2737
N 24.1160 -19.8054 6.7534
C 24.9207 -20.5426 5.7604
C 22.8686 -20.3946 7.1761
H 25.7049 -18.5888 7.0217
H 24.5590 -20.2479 4.7793
H 24.7464 -21.6114 5.8863
H 25.9674 -20.3004 5.9051
H 23.0781 -21.2660 7.7988
H 22.3233 -19.6514 7.7597
H 22.2035 -20.6360 6.3466
C 24.9540 -18.9771 13.6281
O 25.3343 -19.6617 14.5610
N 25.4486 -19.0563 12.3799
C 25.0665 -18.0552 11.3808
C 26.4803 -20.0335 12.0880
H 24.0943 -18.3073 13.7671
H 25.2823 -17.0206 11.6400
H 23.9892 -18.1266 11.2201
H 25.5105 -18.3282 10.4303
H 27.1873 -19.6371 11.3549
H 27.1594 -20.1322 12.9369
H 26.0179 -20.9706 11.7927
C 24.2045 -17.0443 4.6008
O 24.5194 -18.0587 3.9946
N 23.4494 -16.0566 4.0778
C 23.0515 -14.9475 4.9321
C 22.8175 -16.1370 2.7823
H 24.6054 -16.7329 5.5777
H 21.9727 -14.9115 5.1170
H 23.2751 -14.0155 4.4071
H 23.5066 -14.9997 5.9174
H 21.7649 -16.3998 2.7516
H 23.0799 -15.2087 2.2685
H 23.2953 -16.9596 2.2466
C 25.3129 -24.7918 3.9549
O 25.2734 -23.5829 3.8791
N 25.7595 -25.6053 2.9862
C 25.6580 -27.0453 2.9889
C 26.0725 -25.0372 1.6659
H 25.0633 -25.3441 4.8732
H 25.3039 -27.4864 3.9222
H 26.6273 -27.5185 2.8285
H 24.9386 -27.3355 2.2215
H 27.0365 -25.4831 1.4082
H 25.3372 -25.3546 0.9281
H 26.1899 -23.9622 1.6882
```

Properties
SMILES string: CN(C)C=O.CN(C)C=O.CN(C)C=O.CN(C)C=O.CN(C)C=O
Gap between HOMO and LUMO, eV: 9.36
Net charge: 0
ΔE to the lowest compared entry with this formula, charge and spin, kcal per mole: 59.9
E_HOMO, Ha: -0.3271

=====

# 3
# C2H6OS2

A molecular structure, C2H6OS2 (ωB97M-V/def2-TZVPD, the Open Molecules 2025 dataset).

Structure (XYZ):
```
11
Properties=species:S:1:pos:R:3
C 0.3805 -1.3529 0.7940
C -0.2174 0.2748 -0.1739
O -0.2156 0.1774 -1.5561
S 1.3179 1.3191 0.4695
S -1.7290 0.9436 0.2634
H -0.4587 -1.9415 0.9221
H 1.1105 -1.8281 0.1551
H 0.6846 -0.8073 1.6427
H 0.5603 -0.2737 -1.8379
H 0.8704 2.6495 0.1594
H -2.3036 0.8389 -0.8382
```

Properties
Gap between HOMO and LUMO, eV: 9.48
Net charge: 0
ΔE to the lowest compared entry with this formula, charge and spin, kcal per mole: 43.1
E_HOMO, Ha: -0.3235

=====

# 4
# C4H8FN2O

A gas-phase ion, C4H8FN2O (charge +1) (ωB97M-V/def2-TZVPD, the Open Molecules 2025 dataset).

Structure (XYZ):
```
16
Properties=species:S:1:pos:R:3
C -0.2011 0.6279 -1.6699
C 1.7744 0.7512 -0.3596
C -1.2048 0.5065 -0.5741
C -0.2126 0.1872 0.9711
N 1.0351 0.7163 -1.5780
N -0.4224 -1.5505 1.1461
O 1.0196 0.5536 0.8360
F -2.0174 -0.5529 -0.6433
H -0.5124 0.7249 -2.6935
H 2.7180 0.0505 -0.4992
H 2.1901 1.7903 -0.2512
H -1.8627 1.4411 -0.3417
H -0.7428 0.6819 1.8460
H 0.1439 -2.3574 0.7787
H -1.4143 -1.8835 0.8702
H -0.2908 -1.6872 2.1623
```

Properties
SMILES string: [NH3+][C@H]1OCN=C[C@H]1F
Gap between HOMO and LUMO, eV: 10.31
Net charge: +1
ΔE to the lowest compared entry with this formula, charge and spin, kcal per mole: 29.2
E_HOMO, Ha: -0.5120

=====

# 5
# C40H42N2O24

6 unconnected molecules or ions with the total composition C40H42N2O24 (ωB97M-V/def2-TZVPD, the Open Molecules 2025 dataset).

Structure (XYZ):
```
108
Properties=species:S:1:pos:R:3
C 7.3385 3.4166 -4.0064
N 6.2376 2.8158 -4.7575
C 5.4060 1.8971 -3.9720
C 4.5039 2.6117 -2.9471
O 3.1550 2.2250 -3.1237
C 2.5461 2.7485 -4.2822
C 4.8352 2.3967 -1.4476
N 3.8523 3.1558 -0.6973
O 6.1721 2.8292 -1.1856
C 4.7212 0.9328 -0.9882
C 5.9591 0.0378 -1.1997
C 5.6643 -1.2481 -1.9983
C 5.4294 -2.4628 -1.1122
O 4.5860 -2.1298 0.0293
C 3.3097 -2.5020 -0.0795
O 2.6457 -2.3445 -1.0724
H 6.9619 4.2160 -3.3613
H 7.8551 2.7038 -3.3473
H 8.0459 3.8644 -4.7057
H 6.6592 2.2613 -5.4932
H 5.9942 1.0950 -3.5150
H 4.7305 1.4193 -4.6873
H 4.5986 3.6943 -3.1500
H 2.8838 3.7724 -4.4834
H 1.4672 2.7519 -4.1095
H 2.7525 2.1436 -5.1753
H 4.0581 3.0773 0.2928
H 3.8853 4.1405 -0.9414
H 6.1465 3.7780 -1.0261
H 4.5203 0.9704 0.0890
H 3.8224 0.5045 -1.4410
H 6.7501 0.5962 -1.6985
H 6.3656 -0.2410 -0.2232
H 6.4846 -1.4816 -2.6872
H 4.7607 -1.1124 -2.6045
H 6.3524 -2.8454 -0.6749
H 4.9407 -3.2565 -1.6841
H 2.9052 -2.9554 0.8355
C 1.5718 -3.8959 -3.7956
C 0.4162 -3.7874 -4.4662
C 0.3546 -3.8096 -5.9759
O -0.7482 -3.7185 -6.4832
C 1.5922 -3.9319 -6.7208
C 2.7462 -4.0355 -6.0483
C 2.8030 -4.0339 -4.5370
O 3.9095 -4.1475 -4.0351
O 3.9332 -4.1499 -6.6261
O -0.7630 -3.6482 -3.8809
H 1.6272 -3.8754 -2.7167
H 1.5420 -3.9344 -7.8003
H 4.5791 -4.2124 -5.8954
H -1.4231 -3.5802 -4.5969
C -2.8376 -3.9691 1.4430
C -2.3614 -4.6934 0.4195
C -0.9929 -4.4341 -0.1672
O -0.6352 -5.1544 -1.0789
C -0.1932 -3.3551 0.3769
C -0.6727 -2.6379 1.4008
C -2.0263 -2.9204 2.0026
O -2.3634 -2.2235 2.9504
O -0.0148 -1.6364 1.9702
O -3.0199 -5.6794 -0.1625
H -3.8142 -4.1343 1.8719
H 0.7688 -3.1638 -0.0795
H -0.5867 -1.2925 2.6808
H -2.4330 -6.0192 -0.8666
C -5.4152 1.6715 1.7265
C -5.6685 2.8267 2.3520
C -5.1897 3.0951 3.7561
O -5.4597 4.1958 4.2193
C -4.4597 2.0717 4.4506
C -4.1978 0.9051 3.8338
C -4.6596 0.6377 2.4139
O -4.3737 -0.4291 1.9117
O -3.5300 -0.0603 4.4277
O -6.3428 3.8331 1.8110
H -5.7478 1.4693 0.7184
H -4.1295 2.2772 5.4587
H -3.3988 -0.8245 3.8342
H -6.3685 4.5362 2.4887
C -1.0448 5.8989 2.0510
C -0.7530 7.1083 1.5543
C -1.6348 8.3124 1.7929
O -1.2610 9.3639 1.3034
C -2.8416 8.1455 2.5681
C -3.1418 6.9358 3.0697
C -2.2466 5.7333 2.8435
O -2.5932 4.6790 3.3416
O -4.2274 6.7013 3.7841
O 0.3169 7.3704 0.8191
H -0.4198 5.0329 1.8849
H -3.4717 9.0098 2.7229
H -4.2321 5.7561 4.0485
H 0.2671 8.3237 0.6078
C -5.8334 -5.5925 5.1789
C -5.3500 -4.4142 4.7604
C -6.2094 -3.1708 4.6777
O -5.6646 -2.1555 4.2854
C -7.6037 -3.2628 5.0546
C -8.0860 -4.4408 5.4746
C -7.2240 -5.6801 5.5702
O -7.7664 -6.6910 5.9769
O -9.3422 -4.6367 5.8417
O -4.0978 -4.2223 4.3790
H -5.2268 -6.4849 5.2401
H -8.2135 -2.3734 4.9828
H -9.4046 -5.5773 6.1001
H -4.0132 -3.2766 4.1326
```

Properties
SMILES string: CNC[C@@H](OC)[C@](N)(O)CCCCOC=O.O=C1C=C(O)C(=O)C=C1O.O=C1C=C(O)C(=O)C=C1O.O=C1C=C(O)C(=O)C=C1O.O=C1C=C(O)C(=O)C=C1O.O=C1C=C(O)C(=O)C=C1O
Gap between HOMO and LUMO, eV: 7.28
Net charge: 0
E_HOMO, Ha: -0.3280

=====

# 6
# C34H43IrN3O2S3Te

A molecular structure, C34H43IrN3O2S3Te (ωB97M-V/def2-TZVPD, the Open Molecules 2025 dataset).

Structure (XYZ):
```
87
Properties=species:S:1:pos:R:3
Ir -0.6673 0.7269 -0.5458
C 0.0541 -0.9189 4.3462
S 0.8091 -0.3653 2.8285
C 0.9834 1.3609 3.2443
O -0.3128 -0.4169 1.7832
H -0.8615 -0.3548 4.5208
H 0.7662 -0.7668 5.1590
H -0.1538 -1.9827 4.2478
H 1.7349 1.4559 4.0293
H 0.0253 1.7570 3.5824
H 1.3294 1.8656 2.3441
N -2.5854 -4.1212 -0.9718
C -1.1064 -3.9580 -0.7217
C -0.6823 -2.5461 -1.0981
N -1.4520 -1.5145 -0.3910
C -2.8929 -1.6868 -0.6141
C -3.3879 -3.0760 -0.2371
H -2.8870 -5.0553 -0.6868
H -2.7724 -4.0583 -1.9754
H -0.5800 -4.7084 -1.3083
H -0.9488 -4.1616 0.3368
H -0.7967 -2.3925 -2.1749
H 0.3761 -2.4317 -0.8644
H -1.2223 -1.5232 0.6087
H -3.1098 -1.4782 -1.6665
H -3.4430 -0.9569 -0.0210
H -4.4371 -3.2156 -0.4902
H -3.2510 -3.2754 0.8251
O 1.4494 0.7769 -0.2823
S 2.4799 1.5724 -1.1510
C 1.5364 2.7846 -2.0188
C 1.7335 2.8585 -3.3913
C 0.9682 3.7503 -4.1335
C 0.0141 4.5330 -3.4997
C -0.1843 4.4414 -2.1234
C 0.5837 3.5696 -1.3703
C 3.4211 2.4980 0.0374
C 3.6023 3.8746 -0.0374
C 4.4334 4.4894 0.8907
C 5.0753 3.7361 1.8622
C 4.9057 2.3560 1.9101
C 4.0893 1.7259 0.9876
H 2.4758 2.2326 -3.8732
H 1.1227 3.8339 -5.2016
H -0.5777 5.2310 -4.0791
H -0.9308 5.0617 -1.6449
H 0.4702 3.5162 -0.2932
H 3.1278 4.4642 -0.8085
H 4.5884 5.5594 0.8431
H 5.7302 4.2219 2.5743
H 5.4325 1.7698 2.6517
H 3.9744 0.6478 1.0027
C -4.8197 7.3126 -1.0522
C -4.1949 6.0359 -0.5668
C -4.8033 4.8047 -0.7854
C -4.2566 3.6183 -0.3073
C -5.0340 2.3389 -0.4982
C -3.0356 3.6788 0.3757
Te -2.2305 1.9214 1.2263
C -2.4174 4.9032 0.6556
C -1.1804 5.0461 1.5075
C -3.0089 6.0596 0.1613
H -5.6299 7.1220 -1.7536
H -4.0830 7.9521 -1.5389
H -5.2306 7.8745 -0.2116
H -5.7470 4.7687 -1.3200
H -5.7477 2.1982 0.3169
H -4.3895 1.4534 -0.5245
H -5.6042 2.3571 -1.4274
H -0.7026 4.0925 1.7473
H -1.4245 5.5267 2.4561
H -0.4320 5.6709 1.0175
H -2.5393 7.0157 0.3727
S -2.6425 2.0066 -4.5644
C -2.2715 1.9188 -2.9111
N -1.3393 1.0651 -2.5746
C -0.7974 0.4449 -3.7067
C 0.2841 -0.4372 -3.7242
C 0.7171 -0.9172 -4.9426
C 0.0902 -0.5304 -6.1373
C -0.9677 0.3540 -6.1323
C -1.4010 0.8422 -4.8988
H -2.7700 2.5479 -2.1868
H 0.7954 -0.7018 -2.8034
H 1.5633 -1.5912 -4.9853
H 0.4512 -0.9233 -7.0782
H -1.4405 0.6628 -7.0557
```

Properties
<S²>: 6.012
Gap between HOMO and LUMO (alpha / beta), eV: 7.96 / 5.79
Net charge: +3
ΔE to the lowest compared entry with this formula, charge and spin, kcal per mole: 2.9
E_HOMO (alpha / beta), Ha: -0.5518 / -0.5700
Multiplicity: 5

=====

# 7
# C16H22N4O3

A single C16H22N4O3 molecule (ωB97M-V/def2-TZVPD, the Open Molecules 2025 dataset).

Structure (XYZ):
```
45
Properties=species:S:1:pos:R:3
O 2.8907 3.3897 -1.6568
O -3.0418 -0.6583 -2.3712
O 1.3514 4.8792 -2.1899
N 1.7555 1.3773 0.0913
C -0.4371 2.9334 -2.6228
C -1.4539 1.9089 -2.7090
C 0.7825 1.6682 -0.8941
C -0.3026 0.7484 -0.9713
C 0.7024 2.7548 -1.7844
C -1.3233 0.7852 -1.8902
N -0.3521 -0.4253 -0.2565
N 1.7199 3.7254 -1.8849
N -2.0004 -0.4071 -1.7812
C 2.5145 0.6223 3.8289
C 1.9873 2.3407 1.1652
C 3.4215 0.6812 2.5824
C 3.3492 2.0523 1.8534
C -2.7196 -4.0097 -0.0945
C -3.3416 -2.6950 0.3518
C -1.8935 -3.7444 -1.3675
C -2.3168 -1.5358 0.5586
C -0.8198 -2.5995 -1.2030
C -1.4570 -1.2979 -0.7050
H -0.4958 3.7565 -3.3316
H -2.2523 1.9542 -3.4681
H 0.5119 -0.7930 0.1322
H 2.7313 1.5098 4.4411
H 1.4685 0.5602 3.5458
H 2.7836 -0.2579 4.4144
H 1.9795 3.3780 0.8130
H 1.1406 2.3009 1.8433
H 3.2015 -0.1730 1.8983
H 4.4457 0.5036 2.8971
H 3.5543 2.8212 2.5971
H 4.1377 2.0683 1.1011
H -2.0649 -4.3823 0.7505
H -3.4934 -4.7451 -0.2934
H -4.0993 -2.3760 -0.3805
H -3.8194 -2.8251 1.3084
H -2.5827 -3.4054 -2.1502
H -1.3396 -4.6181 -1.7299
H -2.8257 -0.5899 0.8412
H -1.6399 -1.7583 1.4036
H -0.0482 -2.8819 -0.5065
H -0.3087 -2.5405 -2.1765
```

Properties
Gap between HOMO and LUMO, eV: 4.66
Net charge: 0
ΔE to the lowest compared entry with this formula, charge and spin, kcal per mole: 207.7
E_HOMO, Ha: -0.2570

=====

Number 1: energy -161516.37364 eV, largest force on an atom 2.084 eV Å⁻¹. Number 2: energy -33810.30647 eV, largest force on an atom 1.510 eV Å⁻¹. Number 3: energy -25886.82711 eV, largest force on an atom 4.967 eV Å⁻¹. Number 4: energy -12012.98786 eV, largest force on an atom 4.912 eV Å⁻¹. Number 5: energy -94278.47253 eV, largest force on an atom 0.968 eV Å⁻¹. Number 6: energy -87133.23104 eV, largest force on an atom 0.329 eV Å⁻¹. Number 7: energy -29044.47414 eV, largest force on an atom 4.641 eV Å⁻¹.